{
  "formula": "C46H49Br2FeN5P2SSi2",
  "method": "ωB97M-V/def2-TZVPD",
  "species": ["Fe", "C", "Si", "C", "C", "N", "P", "C", "P", "N", "Si", "C", "C", "C", "C", "C", "C", "C", "C", "C", "C", "C", "C", "C", "C", "C", "C", "C", "C", "C", "C", "C", "C", "C", "C", "C", "C", "C", "H", "H", "H", "H", "H", "H", "H", "H", "H", "H", "H", "H", "H", "H", "H", "H", "H", "H", "H", "H", "H", "H", "H", "H", "H", "H", "H", "H", "H", "H", "H", "H", "H", "H", "H", "H", "H", "H", "Br", "C", "C", "C", "N", "C", "C", "C", "C", "C", "Br", "C", "C", "N", "H", "H", "H", "H", "H", "H", "S", "C", "N", "C", "C", "C", "C", "H", "H", "H", "H", "H"],
  "positions_angstrom": [[0.524, -0.112, -0.379], [4.747, 0.663, -0.183], [3.640, 1.211, 1.196], [3.138, 2.999, 0.707], [4.604, 1.299, 2.813], [2.278, 0.136, 1.188], [1.328, -0.515, 2.357], [-0.159, -0.818, 1.598], [-1.015, -1.996, 0.749], [-0.986, -1.580, -0.830], [-2.189, -1.587, -2.036], [-2.618, -3.314, -2.682], [-3.827, -1.026, -1.410], [-1.574, -0.588, -3.496], [-0.418, -3.730, 0.937], [0.403, -4.280, -0.077], [0.850, -5.624, -0.065], [0.402, -6.467, 0.939], [-0.526, -6.025, 1.879], [-0.880, -4.699, 1.874], [-2.725, -2.266, 1.378], [-3.181, -1.708, 2.589], [-4.430, -2.003, 3.205], [-5.272, -2.900, 2.588], [-4.868, -3.514, 1.417], [-3.650, -3.171, 0.883], [2.236, -1.817, 3.011], [1.410, -2.665, 3.745], [1.847, -3.834, 4.326], [3.198, -4.222, 4.180], [3.993, -3.316, 3.542], [3.558, -2.139, 2.908], [1.035, 0.709, 3.663], [1.560, 0.593, 4.912], [1.353, 1.630, 5.834], [0.704, 2.792, 5.507], [0.043, 2.839, 4.291], [0.200, 1.790, 3.377], [5.731, 0.588, 0.163], [4.475, -0.333, -0.453], [4.764, 1.248, -1.117], [3.969, 3.442, 0.225], [2.345, 2.942, -0.010], [2.818, 3.681, 1.531], [3.972, 1.377, 3.719], [5.243, 0.357, 3.012], [5.271, 2.192, 2.833], [-2.939, -3.866, -1.844], [-3.504, -3.298, -3.317], [-1.797, -3.854, -3.178], [-4.374, -1.880, -1.015], [-3.638, -0.380, -0.594], [-4.490, -0.536, -2.158], [-0.674, -1.157, -3.747], [-2.178, -0.379, -4.361], [-1.317, 0.477, -3.210], [0.876, -3.655, -0.840], [1.570, -6.023, -0.757], [0.723, -7.512, 0.939], [-0.896, -6.739, 2.656], [-1.455, -4.434, 2.748], [-2.492, -1.002, 3.151], [-4.629, -1.553, 4.155], [-6.190, -3.195, 3.105], [-5.406, -4.382, 0.995], [-3.431, -3.752, -0.002], [0.381, -2.414, 3.977], [1.122, -4.426, 4.853], [3.525, -5.160, 4.685], [5.045, -3.592, 3.474], [4.252, -1.434, 2.375], [2.291, -0.160, 5.204], [1.706, 1.283, 6.870], [0.640, 3.651, 6.163], [-0.543, 3.697, 3.980], [-0.315, 1.918, 2.392], [4.132, 2.535, -5.866], [2.979, 1.826, -4.503], [3.083, 0.418, -4.294], [2.275, -0.148, -3.289], [1.432, 0.549, -2.450], [1.380, 1.860, -2.671], [2.118, 2.500, -3.616], [0.507, 2.685, -1.798], [0.186, 4.004, -2.063], [-0.979, 4.545, -1.474], [-1.665, 6.290, -1.851], [-1.789, 3.659, -0.723], [-1.300, 2.374, -0.446], [-0.089, 1.999, -0.825], [3.615, -0.336, -4.872], [2.557, -1.201, -3.126], [1.947, 3.566, -3.973], [0.636, 4.562, -2.924], [-2.885, 4.038, -0.565], [-1.920, 1.825, 0.307], [-5.350, 4.195, -4.201], [-3.817, 4.494, -4.801], [-3.644, 5.767, -5.140], [-2.426, 6.299, -5.519], [-1.383, 5.529, -5.679], [-1.499, 4.123, -5.350], [-2.720, 3.593, -4.965], [-4.357, 6.439, -4.879], [-2.287, 7.338, -5.640], [-0.427, 6.039, -5.816], [-0.587, 3.583, -5.320], [-2.906, 2.575, -4.706]],
  "lowdin_charge": [0.70, -0.18, 0.32, -0.17, -0.19, -0.30, 0.62, -0.46, 0.64, -0.31, 0.28, -0.17, -0.17, -0.18, -0.24, -0.08, -0.08, -0.11, -0.10, -0.10, -0.29, -0.07, -0.08, -0.10, -0.09, -0.15, -0.34, -0.12, -0.07, -0.08, -0.10, -0.05, -0.30, -0.11, -0.10, -0.10, -0.09, -0.08, 0.00, 0.01, 0.03, 0.00, -0.03, 0.04, 0.01, 0.04, 0.03, -0.03, 0.03, 0.03, 0.02, 0.00, 0.05, 0.01, 0.02, 0.02, 0.09, 0.09, 0.10, 0.12, 0.10, 0.11, 0.09, 0.11, 0.12, 0.09, 0.11, 0.10, 0.12, 0.10, 0.10, 0.11, 0.13, 0.10, 0.10, 0.10, 0.74, -0.62, -0.10, -0.08, 0.09, -0.25, -0.05, -0.24, -0.04, -0.62, 0.77, -0.08, -0.10, 0.07, 0.11, 0.13, 0.13, 0.12, 0.14, 0.14, 0.57, -0.85, 0.02, -0.12, -0.10, -0.03, -0.06, 0.13, 0.12, 0.11, 0.09, 0.09],
  "homo_ev": [-6.39, -6.94],
  "total_energy_ev": -275588.03283,
  "charge": 0,
  "mol_weight_g_mol": 1037.8,
  "orbital_gap_ev": [5.16, 5.68],
  "multiplicity": 5
}

***

{
  "formula": "C46H51BrN10O5PRbS",
  "method": "ωB97M-V/def2-TZVPD",
  "species": ["Rb", "C", "C", "N", "C", "C", "S", "C", "C", "N", "H", "H", "H", "H", "H", "H", "H", "H", "H", "H", "H", "H", "H", "H", "N", "C", "C", "C", "C", "C", "C", "P", "C", "C", "C", "C", "C", "C", "C", "C", "C", "C", "C", "C", "H", "H", "H", "H", "H", "H", "H", "H", "H", "H", "H", "H", "H", "H", "H", "H", "N", "C", "C", "C", "O", "O", "H", "H", "H", "H", "H", "H", "Br", "C", "C", "C", "C", "C", "N", "C", "O", "O", "H", "H", "H", "N", "C", "N", "C", "N", "C", "N", "N", "C", "O", "C", "C", "C", "C", "C", "C", "C", "C", "C", "H", "H", "H", "H", "H", "H", "H", "H", "H", "H", "H", "H"],
  "positions_angstrom": [[0.688, -0.212, -0.290], [5.895, 0.303, -2.211], [5.811, 0.606, -0.721], [4.479, 0.895, -0.341], [3.901, 2.238, -0.278], [3.393, 2.761, -1.632], [2.293, 1.670, -2.720], [3.492, 1.008, -3.940], [4.048, -0.420, -3.780], [4.935, -0.676, -2.605], [6.902, -0.136, -2.464], [5.784, 1.270, -2.750], [6.516, 1.422, -0.322], [5.990, -0.334, -0.188], [4.163, 0.170, 0.281], [4.575, 2.944, 0.155], [3.145, 2.228, 0.537], [4.244, 3.012, -2.298], [2.927, 3.702, -1.503], [4.297, 1.727, -4.048], [2.950, 1.152, -4.933], [4.616, -0.681, -4.695], [3.234, -1.130, -3.704], [4.387, -1.107, -1.851], [-3.144, -3.228, -0.336], [-3.497, -3.693, -1.602], [-4.623, -4.485, -1.743], [-4.862, -5.202, -2.969], [-3.984, -4.947, -4.025], [-2.865, -4.121, -3.847], [-2.666, -3.383, -2.679], [-1.310, -2.246, -2.379], [-2.225, -0.741, -2.866], [-1.522, 0.354, -3.422], [-2.230, 1.564, -3.554], [-3.501, 1.776, -3.138], [-4.210, 0.696, -2.644], [-3.583, -0.521, -2.541], [-0.177, -2.589, -3.719], [-0.315, -2.233, -5.053], [0.668, -2.674, -5.977], [1.740, -3.380, -5.507], [1.955, -3.632, -4.193], [0.994, -3.168, -3.298], [-3.904, -3.334, 0.356], [-2.611, -2.410, -0.110], [-5.202, -4.691, -0.856], [-5.728, -5.911, -3.105], [-4.156, -5.471, -4.956], [-2.120, -3.912, -4.612], [-0.476, 0.194, -3.717], [-1.732, 2.398, -3.984], [-3.889, 2.739, -3.038], [-5.224, 0.831, -2.266], [-4.183, -1.332, -2.251], [-1.217, -1.724, -5.436], [0.633, -2.494, -7.048], [2.449, -3.655, -6.288], [2.831, -4.124, -3.838], [1.156, -3.283, -2.206], [0.091, -2.618, 1.442], [0.854, -3.652, 0.708], [2.302, -3.637, 0.982], [3.121, -2.575, 0.275], [4.119, -2.178, 0.883], [2.771, -2.249, -0.904], [0.195, -2.917, 2.438], [-0.896, -2.498, 1.296], [0.726, -3.366, -0.357], [0.419, -4.653, 0.914], [2.841, -4.601, 0.757], [2.599, -3.600, 1.972], [-0.125, 3.802, -0.084], [-1.821, 3.165, 0.603], [-2.799, 4.011, 1.033], [-3.859, 3.383, 1.606], [-3.950, 2.020, 1.712], [-2.998, 1.250, 1.070], [-1.933, 1.843, 0.506], [-3.025, -0.276, 1.005], [-3.986, -0.828, 1.540], [-2.032, -0.851, 0.369], [-2.637, 5.081, 0.792], [-4.738, 3.929, 2.018], [-4.713, 1.530, 2.273], [-0.641, -0.441, 8.105], [-1.743, -0.724, 7.913], [-3.010, -0.842, 7.449], [-3.865, -1.518, 8.205], [-4.666, -2.138, 8.731], [-0.855, 2.548, 5.683], [-0.807, 2.111, 4.292], [0.389, 2.363, 3.598], [0.615, 1.352, 2.676], [1.550, 1.428, 1.894], [-0.409, 0.385, 2.912], [-1.190, 0.853, 3.940], [-2.384, 0.360, 4.629], [0.893, 3.678, 3.436], [2.280, 3.763, 3.389], [2.880, 5.000, 3.149], [2.113, 6.113, 3.080], [0.730, 6.008, 3.094], [0.090, 4.805, 3.315], [-0.537, 3.588, 5.749], [-0.158, 1.920, 6.260], [-1.876, 2.474, 6.025], [-0.354, -0.543, 2.355], [-2.597, -0.659, 4.328], [-3.206, 0.986, 4.347], [-2.198, 0.454, 5.722], [2.844, 2.860, 3.590], [3.967, 5.066, 3.025], [2.520, 7.133, 2.941], [0.236, 6.961, 3.110], [-1.073, 4.758, 3.354]],
  "lowdin_charge": [0.68, -0.26, -0.24, -0.07, -0.25, -0.41, 0.78, -0.49, -0.24, -0.06, 0.11, 0.09, 0.13, 0.11, 0.09, 0.09, 0.09, 0.06, 0.03, 0.04, 0.08, 0.10, 0.09, 0.08, 0.12, -0.36, -0.04, -0.09, -0.13, -0.07, -0.32, 1.11, -0.32, -0.08, -0.10, -0.11, -0.08, -0.07, -0.40, -0.09, -0.09, -0.13, -0.07, -0.10, 0.10, -0.01, 0.10, 0.10, 0.08, 0.09, 0.09, 0.09, 0.08, 0.11, 0.09, 0.12, 0.10, 0.10, 0.11, 0.07, -0.03, -0.29, -0.15, -0.73, -0.02, -0.15, 0.10, 0.03, 0.06, 0.11, 0.14, 0.08, 0.78, -0.68, -0.13, -0.08, -0.02, -0.17, 0.11, -0.58, 0.02, -0.24, 0.11, 0.12, 0.11, 0.04, -0.46, -0.01, -0.50, 0.03, 0.00, -0.07, 0.05, -0.48, -0.09, 0.06, -0.25, 0.00, -0.22, 0.00, -0.09, -0.13, -0.12, -0.06, 0.08, 0.10, 0.09, 0.07, 0.10, 0.08, 0.05, 0.13, 0.11, 0.11, 0.09, 0.15],
  "homo_ev": -3.38,
  "total_energy_ev": -164492.44345,
  "charge": -2,
  "mol_weight_g_mol": 1052.4,
  "orbital_gap_ev": 6.60
}

***

Energy above the lowest of the compared OMol25 structures with the same formula, charge and spin for the records above, in order: 262.8, 221.2 kJ/mol